a) 21
Properties=species:S:1:pos:R:3:nbo_charge:R:1 method="wB97M-V/def2-TZVPD" smiles="CCC[C@@H]([NH3+])C(N)=O" homo_lumo_gap_ha=0.43030 charge=+1
C 2.855 0.160 0.711 -0.611
C 1.606 0.466 -0.127 -0.405
C 0.322 -0.195 0.382 -0.421
C -0.910 0.311 -0.362 -0.134
N -0.803 -0.070 -1.824 -0.692
C -2.184 -0.426 0.094 0.657
N -2.572 -0.266 1.355 -0.777
O -2.775 -1.134 -0.711 -0.608
H 3.467 -0.639 0.294 0.227
H 2.575 -0.194 1.708 0.213
H 3.445 1.056 0.834 0.234
H 1.794 0.261 -1.190 0.189
H 1.424 1.543 -0.094 0.207
H 0.336 -1.287 0.415 0.230
H 0.223 0.070 1.423 0.235
H -0.982 1.392 -0.309 0.243
H -0.069 -0.765 -1.951 0.440
H -1.730 -0.504 -2.039 0.481
H -0.549 0.747 -2.378 0.444
H -3.346 -0.816 1.703 0.432
H -2.125 0.291 2.067 0.416

=====

b) 21
Properties=species:S:1:pos:R:3:nbo_charge:R:1 method="wB97M-V/def2-TZVPD" homo_lumo_gap_ha=0.14934 charge=+1
N 1.278 1.356 -1.785 -0.368
C 0.761 0.045 -1.799 -0.025
C -0.498 -0.026 -0.657 -0.077
C -0.835 1.304 0.000 -0.451
C -0.985 1.275 1.594 -0.619
C 0.886 -0.529 -0.271 0.198
N 0.828 -1.843 0.254 -0.633
O -1.310 -1.480 1.736 -0.876
H 1.927 1.712 -2.464 0.398
H 1.489 0.288 0.292 -0.038
H -1.852 -2.082 2.163 0.453
H 0.756 -0.519 -2.674 0.257
H 1.816 0.963 0.816 0.372
H -1.377 -0.760 -0.727 0.334
H -0.027 1.953 -0.341 0.238
H -1.746 1.605 -0.496 0.233
H -1.279 0.265 1.948 0.292
H -1.822 1.958 1.660 0.243
H -0.135 1.744 2.048 0.210
H 1.723 -2.273 0.299 0.393
H 0.286 -2.016 1.098 0.468

=====

Stability, descending: a), b)

=====

a) 21
Properties=species:S:1:pos:R:3:nbo_charge:R:1 method="wB97M-V/def2-TZVPD" smiles="C=C(N)C[C@@H]([NH3+])CO" homo_lumo_gap_ha=0.38330 charge=+1
C 1.095 0.790 -2.170 -0.387
C 1.057 0.470 -0.867 0.133
N 1.391 1.455 0.202 -0.925
C 1.056 -0.910 -0.204 -0.491
C -0.203 -0.936 0.600 -0.060
N -0.303 0.065 1.755 -0.746
C -1.672 -0.761 -0.116 -0.068
O -2.695 -0.732 0.849 -0.766
H 1.113 0.230 -3.044 0.229
H 1.338 1.811 -2.575 0.220
H 2.441 1.371 0.410 0.411
H 1.094 2.558 -0.044 0.424
H 1.257 -1.764 -0.953 0.283
H 1.956 -0.930 0.427 0.242
H -0.454 -1.930 1.077 0.241
H -0.568 -0.289 2.608 0.438
H -1.188 0.670 1.462 0.447
H 0.478 0.814 1.540 0.482
H -1.769 0.164 -0.670 0.174
H -1.784 -1.535 -0.818 0.195
H -3.643 -0.612 0.532 0.522

=====

b) 21
Properties=species:S:1:pos:R:3:nbo_charge:R:1 method="wB97M-V/def2-TZVPD" smiles="CNC(=O)[C@@H](C)[NH2+]C" homo_lumo_gap_ha=0.38014 charge=+1
C 0.038 2.284 1.184 -0.483
N 1.025 1.214 1.496 -0.589
C 1.274 0.162 0.652 0.630
O 2.286 -0.461 0.960 -0.586
C 0.183 -0.228 -0.307 -0.176
C 0.333 0.286 -1.706 -0.647
N -0.041 -1.678 -0.317 -0.520
C -1.512 -2.137 -0.184 -0.420
H 0.421 3.021 0.441 0.221
H -0.028 3.092 2.007 0.257
H -1.081 1.948 1.026 0.215
H 1.766 1.331 2.152 0.431
H -0.783 0.380 -0.105 0.262
H -0.339 -0.198 -2.493 0.235
H 0.052 1.281 -1.823 0.253
H 1.324 0.389 -2.043 0.248
H 0.507 -2.022 0.500 0.477
H 0.217 -2.045 -1.297 0.463
H -2.230 -1.416 -0.536 0.241
H -1.814 -2.107 1.016 0.249
H -1.599 -3.097 -0.625 0.241

=====

c) 21
Properties=species:S:1:pos:R:3:nbo_charge:R:1 method="wB97M-V/def2-TZVPD" homo_lumo_gap_ha=0.32521 charge=+1
C -0.505 -2.640 -0.052 -0.629
C -0.781 -1.312 0.675 -0.344
C 0.159 -0.642 1.431 -0.012
N -0.003 0.644 2.003 -0.841
H 0.553 -2.756 0.012 0.212
H -0.997 -3.454 0.399 0.244
H -0.821 -2.600 -1.117 0.207
H -1.800 -0.855 0.656 0.215
H 1.158 -1.122 1.632 0.211
H 0.445 0.819 2.867 0.403
H -0.964 0.922 2.001 0.385
O -1.210 2.450 -1.118 -0.507
C -0.206 2.316 -0.385 0.413
C 0.953 1.417 -0.806 -0.341
N 0.373 0.403 -1.712 -0.683
H -0.086 2.864 0.569 0.180
H 1.646 2.026 -1.351 0.254
H 1.411 0.957 0.060 0.268
H 1.087 0.020 -2.310 0.440
H -0.132 -0.311 -1.135 0.474
H -0.280 0.853 -2.315 0.452

=====

Stability, descending: c), b), a)

=====

a) 21
Properties=species:S:1:pos:R:3:nbo_charge:R:1 method="wB97M-V/def2-TZVPD" smiles="CC(C)C(=[NH2+])[C@@H](N)O" homo_lumo_gap_ha=0.27020 charge=+1
C -1.120 1.186 -1.073 -0.590
C -0.872 0.441 0.290 -0.374
C -1.108 1.351 1.523 -0.622
C 0.507 -0.169 0.275 0.746
N 1.560 0.838 0.530 -0.832
C 0.454 -1.598 0.013 0.048
N 0.004 -2.009 -1.385 -0.808
O 1.796 -2.228 0.157 -0.699
H -2.149 1.558 -1.267 0.273
H -0.855 0.557 -1.895 0.217
H -0.358 2.013 -1.336 0.221
H -1.554 -0.446 0.253 0.259
H -0.519 1.100 2.421 0.232
H -0.898 2.383 1.494 0.247
H -2.159 1.233 1.976 0.258
H 2.416 0.479 0.982 0.409
H 1.957 1.276 -0.357 0.460
H -0.288 -2.075 0.783 0.276
H 0.305 -2.984 -1.396 0.414
H 0.348 -1.439 -2.212 0.396
H 2.533 -1.466 0.224 0.467

=====

b) 21
Properties=species:S:1:pos:R:3:nbo_charge:R:1 method="wB97M-V/def2-TZVPD" homo_lumo_gap_ha=0.39147 charge=+1
C -1.027 1.015 2.024 -0.681
C -1.440 0.441 0.740 0.134
C -2.067 1.053 -0.309 -0.364
N -1.083 -0.946 0.522 -0.731
H -1.213 2.097 1.960 0.265
H -1.646 0.638 2.864 0.255
H 0.039 0.851 2.174 0.236
H -2.402 0.501 -1.170 0.215
H -2.401 2.086 -0.190 0.242
H -0.555 -1.258 1.328 0.440
H -0.476 -1.107 -0.323 0.473
H -1.937 -1.485 0.395 0.446
C 2.277 0.523 -0.768 -0.731
C 2.059 -1.026 -0.859 0.684
N 0.854 -1.355 -1.571 -0.905
O 2.745 -1.874 -0.303 -0.522
H 2.559 0.996 -1.687 0.255
H 2.944 0.815 0.040 0.259
H 1.291 0.988 -0.589 0.211
H 0.625 -0.676 -2.321 0.404
H 0.855 -2.277 -1.960 0.416

=====

c) 21
Properties=species:S:1:pos:R:3:nbo_charge:R:1 method="wB97M-V/def2-TZVPD" smiles="CNC[C@@H]([NH3+])CC=O" homo_lumo_gap_ha=0.38572 charge=+1
C -2.783 -0.831 0.187 -0.430
N -1.411 -0.776 0.828 -0.675
C -0.793 0.583 0.602 -0.248
C 0.696 0.362 0.431 -0.032
N 0.969 -1.173 0.330 -0.731
C 1.264 1.101 -0.789 -0.559
C 2.734 1.048 -1.322 0.461
O 3.360 0.125 -0.893 -0.538
H -2.780 -1.172 -0.867 0.211
H -3.451 -1.556 0.837 0.226
H -3.281 0.138 0.269 0.195
H -1.533 -0.898 1.879 0.375
H -1.060 1.318 1.264 0.223
H -1.168 0.815 -0.461 0.207
H 1.293 0.679 1.316 0.237
H 1.907 -1.149 -0.212 0.465
H 1.096 -1.588 1.287 0.447
H 0.294 -1.839 -0.160 0.477
H 0.786 0.942 -1.779 0.250
H 0.840 2.145 -0.566 0.265
H 3.022 1.725 -2.182 0.173

=====

Stability, descending: b), c), a)

=====

a) 21
Properties=species:S:1:pos:R:3:nbo_charge:R:1 method="wB97M-V/def2-TZVPD" homo_lumo_gap_ha="0.26754 / 0.29727" charge=+1
C 2.865 -0.078 -0.053 0.898
C -0.630 -1.223 1.023 -0.399
C -2.091 0.589 0.268 -0.416
C -1.138 -0.771 -1.337 -0.418
C 0.290 0.818 0.059 -0.508
N 3.437 1.092 0.163 -0.816
N -0.879 -0.197 -0.006 -0.243
O 2.795 -1.057 -0.660 -0.400
H -0.621 -0.768 2.010 0.231
H -1.467 -1.950 0.876 0.217
H 0.349 -1.593 0.949 0.235
H -1.979 1.133 1.281 0.233
H -2.160 1.190 -0.587 0.221
H -3.074 0.002 0.301 0.233
H -1.169 -0.016 -2.186 0.248
H -0.329 -1.383 -1.598 0.227
H -1.942 -1.465 -1.133 0.225
H 0.298 1.337 -0.815 0.166
H 0.031 1.392 0.921 0.172
H 3.154 1.635 0.928 0.448
H 4.260 1.313 -0.404 0.446

=====

b) 21
Properties=species:S:1:pos:R:3:nbo_charge:R:1 method="wB97M-V/def2-TZVPD" smiles="CNCC/[NH+]=C/OC" homo_lumo_gap_ha=0.33902 charge=+1
C 2.466 -1.475 -0.370 -0.411
N 1.659 -0.462 0.398 -0.659
C 1.842 0.907 -0.015 -0.202
C 0.418 1.637 0.167 -0.233
N -0.720 1.094 -0.597 -0.479
C -1.559 0.405 0.084 0.545
O -2.610 -0.093 -0.457 -0.421
C -3.417 -0.994 0.206 -0.276
H 2.725 -2.303 0.320 0.213
H 1.777 -1.802 -1.171 0.194
H 3.344 -1.081 -0.786 0.193
H 1.926 -0.645 1.324 0.371
H 1.895 1.059 -1.042 0.194
H 2.508 1.611 0.498 0.211
H 0.221 1.841 1.173 0.220
H 0.659 2.369 -0.490 0.219
H -1.016 1.292 -1.598 0.451
H -1.099 0.242 1.083 0.212
H -3.069 -1.053 1.249 0.192
H -3.541 -2.083 -0.133 0.241
H -4.410 -0.466 0.157 0.223

=====

Stability, descending: b), a)

=====

a) 16
Properties=species:S:1:pos:R:3:nbo_charge:R:1 method="wB97M-V/def2-TZVPD" smiles="CC(C)/[N+](O)=N/O" homo_lumo_gap_ha=0.40151 charge=+1
C 1.337 -0.137 0.691 -0.632
C 0.097 -0.326 -0.258 -0.076
C -0.211 0.924 -1.060 -0.589
N -1.118 -0.828 0.341 0.235
O -1.125 -1.883 1.203 -0.464
N -1.985 0.069 0.382 0.225
O -3.140 -0.131 0.906 -0.407
H 1.399 0.967 0.834 0.241
H 1.258 -0.639 1.608 0.231
H 2.282 -0.520 0.326 0.254
H 0.326 -1.045 -0.943 0.222
H 0.718 1.083 -1.517 0.237
H -0.599 1.683 -0.428 0.230
H -0.926 0.749 -1.801 0.228
H -0.352 -2.560 0.954 0.533
H -3.725 0.608 0.688 0.532

=====

b) 16
Properties=species:S:1:pos:R:3:nbo_charge:R:1 method="wB97M-V/def2-TZVPD" smiles="CC(O)(O)C(N)=[NH2+]" homo_lumo_gap_ha=0.44088 charge=+1
C -0.560 1.049 0.964 -0.657
C 0.340 -0.236 0.672 0.501
O -0.358 -1.310 1.281 -0.749
O 1.660 -0.172 0.934 -0.716
C 0.188 -0.342 -0.926 0.528
N 0.982 0.361 -1.647 -0.728
N -0.829 -1.047 -1.257 -0.727
H -1.515 0.950 1.393 0.254
H -0.046 1.704 1.606 0.239
H -0.712 1.587 -0.026 0.214
H 0.122 -2.144 1.542 0.519
H 1.928 -0.040 1.906 0.527
H 1.759 0.863 -1.166 0.466
H 0.916 0.171 -2.681 0.433
H -1.412 -1.363 -0.416 0.471
H -1.237 -0.952 -2.190 0.424

=====

c) 16
Properties=species:S:1:pos:R:3:nbo_charge:R:1 method="wB97M-V/def2-TZVPD" homo_lumo_gap_ha="0.32578 / 0.25304" charge=+1
C -1.748 1.169 0.089 -0.645
C -1.204 -1.312 0.234 -0.584
C -0.835 0.030 -0.452 -0.137
N 3.160 -0.858 -0.156 0.002
N 0.557 0.203 -0.267 0.235
O 3.053 0.377 0.111 -0.292
O 1.115 1.128 0.242 -0.190
H -2.162 0.882 0.990 0.230
H -1.164 2.037 0.246 0.233
H -2.509 1.583 -0.610 0.264
H -0.864 -2.137 -0.326 0.238
H -2.310 -1.132 0.428 0.255
H -0.766 -1.479 1.151 0.226
H -0.696 -0.248 -1.600 0.293
H 3.551 -0.890 -1.057 0.339
H 2.822 0.645 0.977 0.532

=====

d) 16
Properties=species:S:1:pos:R:3:nbo_charge:R:1 method="wB97M-V/def2-TZVPD" homo_lumo_gap_ha=0.40907 charge=+1
C 1.759 -0.701 -0.512 -0.041
C 2.251 -1.681 0.264 -0.063
N 1.280 -2.113 1.200 -0.484
C 0.172 -1.430 0.892 0.271
N 0.381 -0.513 -0.139 -0.492
H 2.202 -0.108 -1.250 0.253
H 3.235 -2.082 0.265 0.252
H 1.418 -2.948 1.818 0.476
H -0.744 -1.336 1.532 0.256
H -0.227 0.294 -0.546 0.502
H -1.688 0.517 -2.330 0.492
H -1.820 1.582 -1.370 0.505
O -1.413 0.745 -1.503 -0.930
H -2.854 3.266 0.004 0.481
H -1.949 3.387 1.305 0.497
O -2.002 3.120 0.370 -0.976

=====

Stability, descending: d), b), a), c)

=====

a) 16
Properties=species:S:1:pos:R:3:nbo_charge:R:1 method="wB97M-V/def2-TZVPD" smiles="CN=[N+](OC)OC" homo_lumo_gap_ha=0.38676 charge=+1
C 2.165 0.664 -0.256 -0.511
N 1.280 -0.345 -0.004 -0.080
N 0.040 -0.056 0.015 0.540
O -0.946 -0.845 0.118 -0.244
C -0.715 -2.223 0.259 -0.290
O -0.280 1.285 0.152 -0.297
C -1.650 1.709 -0.028 -0.286
H 2.006 1.691 -0.014 0.247
H 2.679 0.590 -1.187 0.277
H 3.010 0.344 0.451 0.267
H -0.067 -2.377 1.129 0.222
H -0.170 -2.529 -0.648 0.220
H -1.639 -2.821 0.353 0.257
H -2.069 1.720 0.956 0.213
H -2.298 1.238 -0.756 0.230
H -1.545 2.747 -0.269 0.236

=====

b) 16
Properties=species:S:1:pos:R:3:nbo_charge:R:1 method="wB97M-V/def2-TZVPD" homo_lumo_gap_ha=0.41986 charge=+1
C -1.039 0.787 -0.127 -0.015
C -1.840 0.540 0.930 -0.070
N -1.530 -0.766 1.297 -0.456
C -0.635 -1.281 0.474 0.257
N -0.304 -0.334 -0.396 -0.460
H -0.860 1.639 -0.746 0.266
H -2.414 1.153 1.600 0.262
H -1.966 -1.232 2.079 0.452
H -0.320 -2.304 0.579 0.249
H 0.518 -0.406 -0.998 0.492
H 2.334 2.385 -0.074 0.486
H 1.669 2.624 -1.407 0.481
O 1.488 2.275 -0.525 -0.962
H 3.087 -1.058 -1.037 0.501
H 2.247 -2.347 -1.162 0.493
O 2.183 -1.390 -1.079 -0.974

=====

c) 16
Properties=species:S:1:pos:R:3:nbo_charge:R:1 method="wB97M-V/def2-TZVPD" smiles="C/C(N)=[NH+]/C(O)O" homo_lumo_gap_ha=0.43229 charge=+1
C -1.412 0.784 -1.480 -0.695
C -0.442 0.673 -0.449 0.542
N 0.584 1.456 -0.699 -0.714
N -0.344 -0.316 0.401 -0.565
C 0.859 -0.819 1.326 0.556
O 1.727 -1.289 0.379 -0.711
O 0.263 -1.805 1.993 -0.710
H -2.059 -0.137 -1.503 0.257
H -0.869 1.083 -2.439 0.265
H -2.084 1.677 -1.319 0.281
H 0.455 2.099 -1.420 0.417
H 1.269 1.559 0.076 0.418
H -1.108 -0.976 0.353 0.422
H 1.258 0.052 1.851 0.182
H 1.500 -2.160 -0.080 0.517
H 0.405 -1.878 3.009 0.538

=====

Stability, descending: b), c), a)

=====

a) 16
Properties=species:S:1:pos:R:3:nbo_charge:R:1 method="wB97M-V/def2-TZVPD" homo_lumo_gap_ha="0.30118 / 0.30122" charge=+1
C -1.630 -1.260 -0.993 0.111
C -1.476 -0.072 -0.487 -0.223
C 0.539 -1.925 -0.059 -0.096
N -0.764 -2.258 -0.671 -0.553
N 0.596 -0.503 0.214 -0.188
N 1.264 2.111 0.636 -0.916
N -0.368 0.330 0.127 -0.176
H -2.525 -1.288 -1.633 0.256
H -2.230 0.653 -0.476 0.224
H 0.673 -2.298 0.931 0.217
H 1.424 -2.148 -0.693 0.216
H -0.686 -3.071 -1.246 0.414
H 1.110 2.940 1.132 0.424
H 1.536 2.409 -0.277 0.414
H 1.964 1.452 0.966 0.444
H 0.353 1.451 0.383 0.431

=====

b) 16
Properties=species:S:1:pos:R:3:nbo_charge:R:1 method="wB97M-V/def2-TZVPD" smiles="N[N+]1=CCNNC1" homo_lumo_gap_ha=0.29438 charge=+1
N 1.714 -0.802 1.010 -0.573
N 0.763 -0.221 0.241 -0.084
C -0.168 -1.121 -0.550 0.181
C -1.423 -0.450 -0.957 -0.347
N -1.686 0.705 -0.086 -0.403
N -0.690 1.657 -0.117 -0.431
C 0.615 1.208 0.311 -0.105
H 1.737 -1.814 0.949 0.398
H 2.635 -0.378 0.925 0.399
H -0.021 -2.173 -0.394 0.230
H -1.378 -0.059 -1.980 0.251
H -2.270 -1.138 -0.907 0.262
H -1.852 0.425 0.880 0.369
H -0.687 2.130 -1.016 0.381
H 0.797 1.476 1.365 0.232
H 1.383 1.697 -0.300 0.241

=====

c) 16
Properties=species:S:1:pos:R:3:nbo_charge:R:1 method="wB97M-V/def2-TZVPD" smiles="C/C=[NH+]/N=C(N)N" homo_lumo_gap_ha="0.31827 / 0.31819" charge=+1
C -0.386 -0.339 -3.155 -0.705
C 0.228 -0.906 -1.917 0.127
N -0.014 -0.164 -0.703 -0.223
N 0.173 -0.310 0.637 -0.455
C 0.187 0.306 1.897 0.660
N 1.051 1.274 2.203 -0.740
N -0.471 -0.312 2.892 -0.755
H 0.307 0.447 -3.472 0.267
H -1.315 0.167 -2.918 0.241
H -0.763 -1.148 -3.827 0.282
H 0.793 -1.888 -1.670 0.253
H -0.589 0.619 -1.060 0.386
H 0.759 1.769 3.001 0.407
H 1.450 1.739 1.461 0.413
H -0.174 -0.287 3.813 0.408
H -1.235 -0.965 2.818 0.434

=====

Stability, descending: a), c), b)

=====

a) 16
Properties=species:S:1:pos:R:3:nbo_charge:R:1 method="wB97M-V/def2-TZVPD" smiles="[H]/N=N/N(C)/C=[NH+]/C" homo_lumo_gap_ha=0.35542 charge=+1
H -1.296 2.694 2.381 0.381
N -1.232 1.787 1.773 -0.338
N -0.799 2.086 0.639 0.056
N -0.435 1.012 -0.064 -0.229
C -0.224 1.152 -1.481 -0.463
C -0.180 -0.183 0.428 0.391
N 0.320 -1.191 -0.251 -0.487
C 0.963 -2.361 0.353 -0.409
H -1.176 0.948 -2.021 0.248
H -0.136 2.262 -1.696 0.271
H 0.606 0.775 -1.880 0.211
H -0.396 -0.333 1.489 0.252
H 0.695 -0.895 -1.127 0.408
H 0.891 -3.091 -0.403 0.236
H 0.312 -2.595 1.230 0.233
H 2.088 -2.065 0.630 0.236

=====

b) 16
Properties=species:S:1:pos:R:3:nbo_charge:R:1 method="wB97M-V/def2-TZVPD" homo_lumo_gap_ha="0.26163 / 0.26160" charge=+1
C -2.682 -0.716 -0.002 -0.464
N -1.884 0.541 -0.029 -0.275
N -0.598 0.827 -0.088 -0.128
C 0.618 0.509 0.090 0.181
N 1.382 1.735 0.018 -0.827
C 1.351 -0.749 0.107 0.204
N 2.644 -0.920 0.049 -0.683
H -3.570 -0.643 -0.635 0.240
H -3.047 -0.831 0.992 0.227
H -2.200 -1.690 -0.155 0.226
H -2.446 1.326 -0.255 0.398
H 2.232 1.683 -0.493 0.364
H 0.864 2.561 -0.094 0.408
H 0.748 -1.740 0.109 0.242
H 3.307 -0.128 0.250 0.429
H 3.279 -1.764 0.136 0.460

=====

c) 16
Properties=species:S:1:pos:R:3:nbo_charge:R:1 method="wB97M-V/def2-TZVPD" smiles="[H]/N=N/CCC(N)=[NH2+]" homo_lumo_gap_ha=0.34975 charge=+1
H 3.113 1.351 0.154 0.358
N 2.207 0.896 0.041 -0.386
N 2.201 -0.274 0.475 -0.074
C 1.053 -1.126 0.204 -0.255
C 0.038 -0.484 -0.807 -0.525
C -1.002 0.207 -0.097 0.578
N -1.036 1.502 -0.075 -0.692
N -1.953 -0.454 0.564 -0.738
H 0.799 -1.066 1.183 0.240
H 1.301 -2.026 -0.196 0.239
H -0.392 -1.340 -1.352 0.260
H 0.394 0.214 -1.582 0.271
H -0.252 2.024 -0.434 0.442
H -1.699 2.019 0.455 0.417
H -2.220 -1.511 0.341 0.455
H -2.553 0.067 1.123 0.408

=====

Stability, descending: c), a), b)